[1]
A molecular structure, C41H72N5O4PS2SeSiTl, computed with the ωB97M-V functional and the def2-TZVPD basis.

Geometry as XYZ:
```
128
Properties=species:S:1:pos:R:3
Tl -0.02443 0.00680 -0.16547
C -3.45012 -4.04899 0.24658
N -3.34894 -3.07124 1.32290
C -4.12094 -3.36819 2.51560
C -2.65427 -1.93738 1.12822
O -2.03378 -1.70556 0.09257
C -2.65449 -0.91902 2.27038
O -1.96366 0.23296 1.84261
C -2.55831 1.45841 2.18514
C -1.96475 2.55264 1.30181
O -1.27266 2.28079 0.32218
N -2.26841 3.81240 1.63789
C -1.69754 4.91265 0.87036
C -3.15063 4.19373 2.72765
H -4.49361 -4.16659 -0.05220
H -3.06612 -5.01480 0.57921
H -2.86916 -3.70110 -0.60084
H -5.18269 -3.15920 2.35894
H -3.76903 -2.79738 3.37127
H -4.01513 -4.42711 2.74928
H -2.12590 -1.35432 3.12263
H -3.67877 -0.67972 2.56816
H -2.38634 1.69017 3.24086
H -3.63988 1.42384 2.00056
H -0.81316 4.56443 0.34646
H -1.42627 5.72038 1.54888
H -2.42174 5.28953 0.14445
H -3.85393 3.40265 2.97570
H -3.72969 5.06278 2.41871
H -2.57987 4.46071 3.62045
S 0.85670 -3.42955 0.61430
C 2.31466 -2.74008 0.11648
N 3.31571 -2.26433 -0.20527
C -3.23827 -2.50490 -6.46468
C -4.23743 -1.91160 -5.45368
C -3.53770 -1.48733 -4.15472
C -2.16013 -0.90360 -4.48223
C -1.24682 -2.03829 -4.98818
C -2.04222 -3.11968 -5.74170
P -1.42245 -0.08014 -2.98383
C -2.35777 1.53245 -2.79501
C -3.51428 1.34923 -1.79525
C -4.23475 2.68425 -1.62274
C -4.95401 3.08588 -2.92676
C -4.35115 2.37873 -4.14788
C -2.82737 2.29483 -4.05764
C 0.23438 0.57309 -3.56473
C 0.31541 1.28027 -4.92590
C 1.77853 1.41022 -5.39869
C 2.73219 1.50764 -4.20923
C 2.71244 0.20034 -3.39643
C 1.34065 -0.48773 -3.48321
H -2.87636 -1.72322 -7.13807
H -3.73088 -3.25467 -7.08464
H -5.02026 -2.63761 -5.22417
H -4.72706 -1.04234 -5.89965
H -3.40469 -2.34610 -3.48997
H -4.16058 -0.76944 -3.62044
H -2.28739 -0.16122 -5.27473
H -0.72610 -2.49687 -4.14174
H -0.48744 -1.62113 -5.65321
H -2.39857 -3.88210 -5.04402
H -1.38873 -3.62393 -6.45491
H -1.62439 2.15472 -2.26820
H -3.10660 0.99782 -0.84543
H -4.22754 0.59357 -2.13195
H -3.48281 3.43545 -1.35997
H -4.94918 2.63923 -0.79643
H -4.89102 4.16776 -3.06162
H -6.01502 2.83727 -2.85968
H -4.62996 2.91682 -5.05561
H -4.76598 1.37155 -4.23998
H -2.42958 3.31363 -4.03113
H -2.44295 1.83632 -4.96775
H 0.45465 1.32162 -2.78900
H -0.12683 2.27421 -4.83733
H -0.25520 0.73010 -5.67816
H 1.87457 2.29240 -6.03346
H 2.05886 0.54580 -6.00613
H 2.43027 2.35196 -3.58248
H 3.74671 1.71649 -4.55128
H 2.95408 0.40912 -2.35025
H 3.47940 -0.48255 -3.76727
H 1.20144 -1.14504 -2.61921
H 1.29564 -1.12150 -4.37049
C 6.79044 1.04490 1.67501
C 5.85614 2.24822 1.54129
C 4.41888 1.85353 1.20962
N 3.82201 1.11830 2.31245
C 2.56988 1.23261 2.73669
S 1.38199 2.11293 1.97512
N 2.24875 0.48903 3.86979
C 3.01669 0.15587 4.98038
O 2.71485 -0.82598 5.62840
C 4.14612 1.05495 5.35897
C 4.05846 2.44005 5.21728
C 5.09841 3.24557 5.64866
C 6.22651 2.67797 6.22663
C 6.30812 1.30245 6.38773
C 5.26727 0.49349 5.96306
H 7.81569 1.37307 1.84063
H 6.77038 0.43974 0.76717
H 6.51618 0.40701 2.51900
H 6.21716 2.89745 0.74267
H 5.86087 2.82577 2.46894
H 4.39689 1.22861 0.31150
H 3.80243 2.73140 1.02631
H 4.44254 0.50864 2.82223
H 1.33496 0.06750 3.84750
H 3.17145 2.89315 4.79183
H 5.02485 4.31953 5.53808
H 7.03612 3.31200 6.56375
H 7.17841 0.86087 6.85461
H 5.30763 -0.58079 6.09161
C 3.50699 -4.29018 3.76240
Si 1.64419 -4.34090 3.95861
C 0.98751 -3.90607 5.65996
C 0.75492 -5.83183 3.22694
Se 0.78749 -2.52740 2.63010
H 3.98489 -5.13671 4.25995
H 3.89280 -3.37251 4.20975
H 3.79731 -4.30184 2.71093
H 1.16499 -4.72645 6.35865
H -0.08726 -3.72073 5.62270
H 1.47518 -3.01059 6.04723
H 0.78100 -6.68027 3.91385
H 1.19763 -6.14760 2.28169
H -0.29029 -5.57681 3.04475
```

Strongest force on any atom   0.76 eV/A
Lowest unoccupied orbital energy   -2.4 eV
HOMO-LUMO gap   7.5 eV
ΔE to the lowest compared entry with this formula, charge and spin   0.000 eV
Spin multiplicity   1
Total charge   +1
E_HOMO   -9.85 eV
E   -6181.30841 Eh

Atom charges from the Mulliken analysis, given in e for atoms 1 to 2: 1.343 -0.966

=====

[2]
12 unconnected molecules or ions with the total composition C41H75Cl22N3O7P in a non-equilibrium geometry, computed with the ωB97M-V functional and the def2-TZVPD basis.

Geometry as XYZ:
```
149
Properties=species:S:1:pos:R:3
C 2.70109 0.29950 5.74164
C 3.96517 0.74213 4.91642
N 3.66935 1.19501 3.52529
N 2.82829 0.29390 2.84240
C 3.27747 -1.02034 2.74649
C 2.51762 -2.03428 2.05626
C 1.25965 -1.63451 1.40726
C 0.33257 -2.59485 0.58602
O 0.26078 -2.45170 -0.59736
O -0.39198 -3.58737 1.21699
C 0.55416 -4.64594 1.56164
C 0.83620 -0.23666 1.52969
C -0.47224 0.27913 0.84944
C -1.58062 0.57767 1.94776
P -3.12276 -0.36789 1.53096
O -2.68198 -1.72311 1.05684
O -4.16736 -0.51302 2.81457
C -4.09396 0.59129 3.75081
C -4.57661 1.96018 3.14626
O -3.87231 0.40440 0.26166
C -5.26630 -0.06270 0.25148
C -5.85743 0.23528 -1.17913
C 1.65882 0.74084 2.27502
N 1.15986 2.08494 2.31993
C 1.02174 2.62785 3.67963
C 1.98460 3.63728 4.37216
O 0.09316 2.21141 4.33126
C 1.81212 2.98646 1.39339
C 2.84016 2.53948 0.28830
O 1.53062 4.16086 1.41826
H 2.35731 -0.74115 5.50140
H 1.88078 1.05045 5.59959
H 3.00819 0.30558 6.83540
H 4.70096 -0.11138 4.96280
H 4.45050 1.58902 5.47280
H 4.56312 1.12906 3.01684
H 4.24571 -1.33043 3.20024
H 2.88287 -3.08821 2.00922
H 0.67608 -4.76176 2.67748
H 0.18191 -5.62846 1.16913
H 1.54144 -4.42652 1.07490
H -0.19558 1.27160 0.38995
H -0.81817 -0.37926 0.01558
H -1.83436 1.67700 1.94184
H -1.19759 0.36323 2.98496
H -3.08247 0.72622 4.22097
H -4.79976 0.33589 4.58842
H -4.56100 2.72628 3.96756
H -5.62261 1.91285 2.73531
H -3.89630 2.35180 2.33552
H -5.84599 0.48840 1.03068
H -5.33224 -1.16890 0.41015
H -5.89752 1.34576 -1.33975
H -5.19300 -0.19844 -1.97034
H -6.91233 -0.13623 -1.24279
H 1.92985 3.47323 5.47586
H 3.02320 3.63094 3.96009
H 1.57857 4.67548 4.19248
H 3.53758 3.38426 0.03612
H 2.23678 2.37754 -0.65291
H 3.45163 1.64904 0.57315
Cl 3.64206 1.98871 9.12300
C 4.56184 1.15521 10.40230
C 5.51323 0.12536 9.83766
Cl 4.65436 -1.26826 9.13207
H 3.84855 0.70736 11.09312
H 5.12162 1.92046 10.94052
H 6.15017 -0.26406 10.63233
H 6.15378 0.55221 9.06667
Cl -1.58760 0.01930 -2.12466
C -1.56034 -0.45953 -3.84084
C -0.17996 -0.87413 -4.29093
Cl 0.95247 0.50242 -4.34938
H -1.94234 0.37302 -4.43033
H -2.24927 -1.29595 -3.94770
H -0.22961 -1.28736 -5.29984
H 0.24454 -1.63225 -3.63272
Cl -0.26625 -3.72188 -7.21404
C 1.45007 -3.62253 -7.68247
C 2.05016 -2.27303 -7.35755
Cl 1.38590 -0.97792 -8.38465
H 1.52334 -3.84907 -8.74555
H 1.97498 -4.40361 -7.13157
H 3.12637 -2.29563 -7.53203
H 1.88026 -1.99822 -6.31645
Cl 5.73334 3.74757 -1.74675
C 5.13600 4.84113 -3.02662
C 3.80800 4.38957 -3.58816
Cl 3.95344 2.88573 -4.53282
H 5.89808 4.90191 -3.80418
H 5.03054 5.82819 -2.57499
H 3.41500 5.15045 -4.26333
H 3.07394 4.22332 -2.79975
Cl -1.51825 -8.28726 6.11834
C -2.13361 -6.71112 5.56104
C -1.51646 -6.29225 4.24678
Cl 0.21502 -5.89245 4.41566
H -1.94393 -5.97791 6.34429
H -3.21266 -6.81474 5.44498
H -2.01323 -5.39588 3.87240
H -1.61019 -7.07218 3.49197
Cl -5.75964 -2.62364 -8.61890
C -4.21534 -1.80185 -8.96140
C -3.14870 -2.15220 -7.95053
Cl -3.49349 -1.46994 -6.34012
H -4.40271 -0.72884 -8.99115
H -3.90012 -2.12052 -9.95530
H -2.18871 -1.74264 -8.26642
H -3.03834 -3.23053 -7.84133
Cl -4.22551 -7.24296 -3.85929
C -4.55276 -5.58114 -4.41376
C -4.89065 -5.52656 -5.88601
Cl -3.48504 -5.90704 -6.91356
H -3.68151 -4.96956 -4.18050
H -5.39519 -5.21212 -3.82796
H -5.21481 -4.51946 -6.15382
H -5.69146 -6.22006 -6.14019
Cl -6.27120 2.83624 -3.85520
C -6.46554 4.52695 -3.33505
C -5.74074 4.81201 -2.03881
Cl -6.49542 3.98819 -0.64532
H -7.53210 4.73360 -3.25164
H -6.05884 5.15218 -4.13059
H -5.77076 5.88099 -1.82737
H -4.69687 4.50491 -2.08596
Cl 3.12757 -10.28094 7.77057
C 2.51635 -8.70472 7.21052
C 3.13730 -8.28682 5.89743
Cl 4.86651 -7.88725 6.06577
H 2.70508 -7.97110 7.99378
H 1.43703 -8.80700 7.09179
H 2.64125 -7.39064 5.52261
H 3.04358 -9.06743 5.14321
Cl 6.58262 6.64601 -5.22240
C 6.61717 6.15524 -6.93748
C 7.99926 5.73390 -7.38155
Cl 9.13156 7.10624 -7.44498
H 6.24050 6.98560 -7.53349
H 5.92402 5.31935 -7.04150
H 7.95148 5.31547 -8.38742
H 8.42036 4.97888 -6.71834
Cl -4.53909 8.18445 -1.99354
C -3.61074 8.27318 -0.47445
C -2.24721 7.63204 -0.59985
Cl -2.34889 5.86127 -0.77696
H -4.20310 7.80449 0.31095
H -3.50135 9.33077 -0.23278
H -1.66383 7.82664 0.30071
H -1.69671 8.02544 -1.45369
```

Strongest force on any atom   3.46 eV/A
Lowest unoccupied orbital energy   -4.2 eV
HOMO-LUMO gap   7.6 eV
Spin multiplicity   1
Total charge   +1
E_HOMO   -11.79 eV
E   -12763.54584 Eh

Atom charges from the Mulliken analysis, given in e for atoms 1 to 2: -0.470 -0.555

=====

[3]
A molecular structure, C41H75NO23 in a non-equilibrium geometry, computed with the ωB97M-V functional and the def2-TZVPD basis.

Geometry as XYZ:
```
140
Properties=species:S:1:pos:R:3
O -4.27019 -2.10728 -2.07827
C -3.70051 -3.10296 -2.50160
O -2.39573 -3.24040 -2.59317
C -1.66256 -2.02395 -2.68400
C -0.11200 -2.10089 -2.94084
C -4.36908 -4.50942 -2.38831
H -1.84002 -1.48412 -1.75384
H -2.15719 -1.38790 -3.41809
H 0.03327 -2.37600 -3.98550
H 0.29849 -2.78241 -2.19577
H 0.27998 -1.09146 -2.81634
H -3.84256 -4.94991 -1.54164
H -4.22388 -5.10861 -3.28719
H -5.42992 -4.45769 -2.14327
O -1.76420 -2.00219 1.61178
C -1.72548 -3.06894 1.07316
O -2.78402 -3.69840 0.58438
C -4.09022 -3.25404 0.78791
C -4.65539 -3.55613 2.26579
C -0.44197 -3.84797 0.82696
H -4.72465 -3.79375 0.08484
H -4.17226 -2.24923 0.37351
H -5.72240 -3.77801 2.24683
H -4.52767 -2.71535 2.94760
H -4.13408 -4.40284 2.71234
H -0.09097 -3.97427 -0.19722
H -0.65491 -4.83564 1.23593
H 0.43630 -3.35371 1.24224
O 3.01485 0.87242 -1.00139
C 2.45920 1.85529 -1.50698
O 2.72098 2.45506 -2.76124
C 3.66468 1.99828 -3.72788
C 3.87178 3.15839 -4.74754
C 1.18223 2.44341 -0.85990
H 3.22987 1.15280 -4.26099
H 4.57803 1.67913 -3.22584
H 4.52890 2.79076 -5.53566
H 4.36636 4.04761 -4.35664
H 2.91762 3.52282 -5.12815
H 1.41012 2.74919 0.16121
H 0.42857 1.65607 -0.84629
H 0.78063 3.27550 -1.43822
O -4.55932 3.25086 -1.51876
C -3.73338 2.91360 -2.30384
O -3.76626 3.13690 -3.56073
C -4.91969 3.75401 -4.16763
C -6.15941 2.84815 -4.37181
C -2.55065 2.08891 -1.89944
H -4.70027 3.99013 -5.20888
H -5.17839 4.61639 -3.55324
H -6.54671 2.47513 -3.42369
H -6.06620 1.89582 -4.89381
H -7.00315 3.30144 -4.89214
H -2.29802 1.43638 -2.73519
H -2.94357 1.73542 -0.94615
H -1.86796 2.87042 -1.56586
O 1.92068 4.43062 5.23014
C 2.89258 4.26981 4.52738
O 2.87137 3.43964 3.50698
C 1.74088 2.81743 3.09922
C 1.94393 2.27090 1.71502
C 4.23542 4.94078 4.85163
H 0.94172 3.54876 2.97841
H 1.34793 2.09125 3.81081
H 2.52742 1.35952 1.58448
H 2.37921 3.00035 1.03199
H 1.08256 1.89232 1.16473
H 5.00614 4.47006 4.24130
H 4.45105 4.81137 5.91222
H 4.18702 6.02971 4.84820
O -4.90077 -0.40918 2.96077
C -4.27416 0.19419 2.05288
O -3.07468 0.86261 2.31432
C -2.45209 0.89573 3.62153
C -0.96829 1.06679 3.78924
C -4.58459 0.17143 0.62785
H -2.66251 -0.01743 4.17829
H -2.97912 1.63905 4.21971
H -0.64994 1.41586 4.77153
H -0.74403 1.87339 3.09123
H -0.34273 0.27514 3.37686
H -4.08118 0.90323 -0.00393
H -5.63986 0.44132 0.58702
H -4.55867 -0.84471 0.23430
O 4.21306 1.22358 1.47508
C 3.92519 0.06175 1.11182
O 4.68980 -1.02279 1.25639
C 6.04398 -0.90083 1.60585
C 6.84988 -0.17388 0.46115
C 2.52814 -0.31956 0.65824
H 6.41620 -1.91395 1.75808
H 6.20114 -0.46229 2.59129
H 6.45427 -0.51060 -0.49708
H 7.91201 -0.39747 0.56108
H 6.86311 0.90835 0.33193
H 1.93784 0.39277 0.08184
H 1.89567 -0.51570 1.52404
H 2.59696 -1.25384 0.10103
C 1.25661 -4.85919 2.54287
C 1.82729 -4.16784 1.32287
C 3.36647 -4.04544 1.20966
C 3.88988 -3.35187 -0.03975
N 4.29904 -2.82265 -0.97200
H 1.75539 -5.82783 2.51031
H 0.19650 -5.03586 2.36111
H 1.42886 -4.27811 3.44884
H 1.57915 -3.10781 1.37634
H 1.36976 -4.44659 0.37363
H 3.63998 -5.09471 1.09864
H 3.75362 -3.59525 2.12374
C 2.30532 -1.96217 -3.18192
C 1.88239 -0.70918 -2.34854
O 1.69961 -1.09253 -1.03538
C 1.59503 -2.51912 -1.07738
O 1.31752 -3.23962 -0.13653
O 1.90053 -3.01435 -2.30744
H 3.37770 -2.02450 -3.36687
H 1.89485 -2.13890 -4.17610
H 1.06379 -0.11033 -2.74778
H 2.65378 0.02242 -2.58898
C -0.16388 -1.26499 0.75536
C 0.43613 0.17529 0.84013
O -0.51409 0.94795 0.22930
C -1.19360 0.11971 -0.63134
O -2.08535 0.54201 -1.37647
O -0.89431 -1.14048 -0.43458
H -0.92420 -1.54753 1.48349
H 0.62344 -2.00522 0.61297
H 1.43532 0.31109 0.42628
H 0.59573 0.53130 1.85790
C -1.11999 3.00357 1.54094
C -2.26410 2.84821 0.71584
O -1.90238 3.75566 -0.32740
C -0.75370 4.35090 -0.14012
O -0.16642 5.10204 -0.97984
O -0.12635 3.88658 0.94098
H -0.75444 1.97690 1.52055
H -1.29569 3.27511 2.58185
H -3.17461 2.95973 1.30459
H -2.37029 1.92073 0.15315
```

Strongest force on any atom   18.52 eV/A
Lowest unoccupied orbital energy   0.3 eV
HOMO-LUMO gap   7.3 eV
ΔE to the lowest compared entry with this formula, charge and spin   40.721 eV
Spin multiplicity   1
E_HOMO   -7.07 eV
E   -3390.84967 Eh

Atom charges from the Mulliken analysis, given in e for atoms 1 to 2: -0.518 0.699